Entry 1:
Here is a structure of composition C21H23F4INO3PS from OMol25. Energies are from the ωB97M-V functional and the def2-TZVPD basis.

Summary:
- Kohn-Sham gap: 9.2 eV
- Strongest force on any atom: 1.8 eV/Å
- LUMO energy: 0.005 hartree

Positions of all 55 atoms, in Å:
1 O 2.795 -4.538 -1.212
2 P 1.847 -4.697 -0.114
3 N 0.414 -3.685 -0.220
4 C -0.329 -4.150 -1.436
5 C -1.797 -3.733 -1.479
6 C -2.619 -4.020 -0.202
7 I -2.047 -5.800 0.852
8 S 0.778 -2.078 -0.332
9 O -0.398 -1.326 -0.504
10 O 1.790 -1.762 -1.259
11 F 1.290 -1.756 1.092
12 H 1.283 -5.987 -0.183
13 H 2.391 -4.558 1.177
14 H -0.260 -5.226 -1.574
15 H 0.161 -3.708 -2.311
16 H -1.932 -2.695 -1.772
17 H -2.254 -4.336 -2.270
18 H -3.643 -4.193 -0.527
19 H -2.654 -3.141 0.437
20 F 1.577 3.534 -2.545
21 C 2.644 2.728 -2.352
22 C 2.447 1.471 -1.817
23 C 3.541 0.642 -1.624
24 C 4.815 1.085 -1.957
25 C 4.994 2.355 -2.490
26 C 3.900 3.184 -2.695
27 H 1.447 1.147 -1.556
28 H 3.401 -0.343 -1.214
29 H 5.669 0.438 -1.802
30 H 5.986 2.701 -2.747
31 H 4.017 4.174 -3.116
32 F -5.446 5.584 -2.297
33 C -4.167 5.163 -2.222
34 C -3.772 4.075 -2.973
35 C -2.454 3.647 -2.897
36 C -1.555 4.303 -2.067
37 C -1.973 5.393 -1.316
38 C -3.287 5.832 -1.395
39 H -4.490 3.572 -3.608
40 H -2.128 2.800 -3.486
41 H -0.531 3.965 -2.007
42 H -1.274 5.903 -0.666
43 H -3.630 6.685 -0.824
44 F -0.318 -2.599 3.362
45 C -0.347 -1.656 4.328
46 C 0.297 -0.453 4.119
47 C 0.258 0.512 5.114
48 C -0.412 0.260 6.304
49 C -1.049 -0.958 6.497
50 C -1.023 -1.923 5.502
51 H 0.819 -0.278 3.189
52 H 0.752 1.462 4.961
53 H -0.437 1.013 7.080
54 H -1.568 -1.157 7.425
55 H -1.520 -2.876 5.630

Löwdin population analysis, charges in e, atoms 1 to 4: number 1, O, carries -0.379; number 2, P, carries 0.665; number 3, N, carries -0.349; number 4, C, carries -0.317

***

Entry 2:
Here is a cluster of 3 separate species, C25H36N2O10P in total from OMol25. Energies are from the ωB97M-V functional and the def2-TZVPD basis.

Summary:
- Kohn-Sham gap (alpha / beta): 6.4 / 6.4 eV
- Strongest force on any atom: 3.2 eV/Å
- LUMO energy (alpha / beta): -0.065 / -0.065 hartree
- Multiplicity: 2

Positions of all 74 atoms, in Å:
1 C 5.144 1.819 -1.934
2 C 5.183 0.815 -0.753
3 C 3.792 0.296 -0.303
4 O 2.902 0.061 -1.383
5 C 1.737 -0.604 -0.889
6 C 0.450 -0.235 -1.695
7 P 0.018 -1.782 -2.703
8 N 0.862 -1.832 -4.059
9 C 0.639 0.899 -2.753
10 C 0.471 2.356 -2.199
11 C 1.757 2.877 -1.483
12 C 0.344 3.263 -3.489
13 N -0.780 2.558 -1.422
14 O -1.762 2.531 -2.280
15 C -0.990 1.557 -0.368
16 C -2.502 1.700 0.068
17 C -0.164 1.839 0.945
18 C -0.815 0.077 -0.810
19 H 4.692 2.773 -1.603
20 H 4.610 1.410 -2.808
21 H 6.163 2.077 -2.287
22 H 5.866 -0.039 -0.924
23 H 5.605 1.361 0.117
24 H 3.948 -0.639 0.279
25 H 3.341 1.061 0.365
26 H 1.946 -1.691 -1.033
27 H 1.653 -0.454 0.203
28 H -1.391 -1.802 -2.958
29 H 0.301 -2.903 -1.870
30 H 1.446 -2.664 -4.065
31 H 1.582 0.834 -3.313
32 H -0.182 0.775 -3.492
33 H 2.604 2.606 -2.143
34 H 1.726 3.979 -1.447
35 H 1.958 2.394 -0.517
36 H 1.392 3.475 -3.795
37 H -0.114 2.717 -4.325
38 H -0.132 4.229 -3.270
39 H -3.169 1.239 -0.680
40 H -2.727 2.777 0.161
41 H -2.690 1.214 1.040
42 H -0.836 1.819 1.821
43 H 0.601 1.071 1.129
44 H 0.312 2.829 0.865
45 H -1.709 -0.323 -1.325
46 H -0.722 -0.520 0.123
47 C 0.795 2.574 6.945
48 C 1.115 2.726 5.658
49 C 1.025 1.594 4.690
50 O 1.310 1.787 3.523
51 C 0.598 0.290 5.194
52 C 0.280 0.137 6.482
53 C 0.345 1.275 7.445
54 O 0.029 1.089 8.603
55 O -0.113 -1.048 6.976
56 O 1.533 3.905 5.169
57 H 0.854 3.387 7.655
58 H 0.553 -0.526 4.487
59 H -0.282 -0.890 7.921
60 H 1.695 3.750 4.222
61 C -3.013 -4.634 -1.440
62 C -3.528 -5.774 -0.970
63 C -4.988 -6.070 -1.062
64 O -5.405 -7.129 -0.637
65 C -5.858 -5.058 -1.661
66 C -5.344 -3.918 -2.127
67 C -3.880 -3.634 -2.059
68 O -3.457 -2.587 -2.514
69 O -6.116 -2.969 -2.680
70 O -2.759 -6.711 -0.394
71 H -1.957 -4.411 -1.381
72 H -6.916 -5.276 -1.706
73 H -5.508 -2.254 -2.935
74 H -3.368 -7.428 -0.147

Löwdin population analysis, charges in e, atoms 1 to 4: number 1, C, carries -0.110; number 2, C, carries -0.207; number 3, C, carries -0.240; number 4, O, carries -0.169

***

Entry 3:
Here is a cluster of 2 separate species, C2H4ClNO in total from OMol25. Energies are from the ωB97M-V functional and the def2-TZVPD basis.

Summary:
- Kohn-Sham gap: 10.0 eV
- SMILES: [H]/N=C\Cl.C=O
- Strongest force on any atom: 7.4 eV/Å
- LUMO energy: -0.001 hartree
- Relative energy (zero: lowest compared OMol25 entry of this formula, charge and spin): 341.9 kJ/mol

Positions of all 9 atoms, in Å:
1 C 0.060 -1.388 -1.221
2 C -0.167 1.299 1.363
3 N -0.819 -0.884 -0.552
4 O -0.321 1.691 0.204
5 Cl 1.460 -0.697 -2.047
6 H -0.055 -2.471 -1.501
7 H 0.207 0.352 1.989
8 H 0.111 2.255 1.916
9 H -0.477 -0.155 -0.150

Löwdin population analysis, charges in e, atoms 1 to 4: number 1, C, carries -0.683; number 2, C, carries -0.115; number 3, N, carries 0.099; number 4, O, carries -0.042